1.
Density functional theory data (ωB97M-V/def2-TZVPD) for a 2-piece molecular cluster, C4H8O3 overall in a non-equilibrium geometry.

Structure (XYZ):
```
15
Properties=species:S:1:pos:R:3:forces:R:3:lowdin_charge:R:1
O -1.437467 -1.459938 0.597848 0.091 0.092 -0.223 0.021
C -1.542003 -0.150327 0.073880 -0.052 -0.996 1.055 -0.650
O -2.682449 0.305161 -0.171187 -0.284 0.176 -0.133 0.041
C -0.429530 0.818913 0.578476 0.680 1.585 -2.050 -0.014
C -0.319740 0.322422 -0.826491 0.408 -0.340 0.332 -0.201
C 0.848513 -0.591461 -1.068251 0.394 -0.630 -0.209 -0.083
O 2.283226 0.600146 1.100620 0.277 0.153 0.268 -0.512
H 2.818766 0.857241 1.860046 -0.115 -0.025 -0.050 -0.142
H -0.756010 1.850346 0.623298 -0.445 -0.030 0.358 0.102
H 0.558907 0.597925 1.053335 -0.280 -0.443 0.797 0.057
H -0.729486 0.794907 -1.704992 -0.159 0.546 0.142 0.124
H 1.314536 -0.389673 -2.040002 -0.271 0.007 -0.035 0.069
H 1.621194 -0.403333 -0.308766 -0.145 -0.119 -0.091 0.024
H 0.577646 -1.653116 -1.038555 -0.058 0.100 -0.077 0.073
H -2.126103 -1.499209 1.270741 -0.041 -0.076 -0.084 0.090
```
Forces are in eV/Å.

Computed properties:
- total charge = -1
- energy above the lowest of the compared OMol25 structures with the same formula, charge and spin (kcal/mol) = 33.68
- expectation value of S² = 0.7563
- spin multiplicity = 2

***

2.
Density functional theory data (ωB97M-V/def2-TZVPD) for C30H47BeCl2N4O7SSi as an isolated structure in a non-equilibrium geometry.

Structure (XYZ):
```
93
Properties=species:S:1:pos:R:3:forces:R:3:lowdin_charge:R:1
C -0.324349 -4.451137 -1.784415 -0.021 -0.294 0.172 -0.059
C -1.027851 -3.143724 -1.949692 -0.951 1.016 -0.400 -0.221
H -0.989075 -5.141230 -1.243612 0.312 -0.054 -0.080 0.079
H 0.615915 -4.352553 -1.227223 -0.323 -0.036 -0.231 0.033
H -0.110768 -4.900358 -2.769237 -0.026 0.075 0.259 0.087
C -2.286421 -3.075129 -2.418114 0.814 0.166 0.154 -0.133
C -3.089112 -4.267483 -2.809224 -0.418 -0.275 -0.225 -0.120
H -2.740144 -2.099642 -2.603683 0.167 -0.250 0.149 0.096
H -3.216016 -5.000504 -1.999648 0.096 0.103 -0.103 0.067
H -2.630087 -4.791319 -3.659386 -0.087 -0.041 0.132 0.074
H -4.087724 -3.950306 -3.124244 0.036 -0.163 0.003 0.062
Be 1.462409 -1.105466 0.404325 -2.089 0.814 -1.406 -0.267
Cl 3.444807 -1.436283 -0.063978 0.248 0.271 0.100 0.170
C -1.504955 2.773400 -0.148098 -0.586 -0.722 0.645 -0.321
O -2.314433 2.573133 0.781026 0.806 0.655 -0.980 -0.053
N -1.585610 3.781890 -1.038156 -0.137 0.173 0.031 -0.169
C -2.575102 4.827949 -0.879137 0.082 -0.099 -0.157 -0.049
C -0.777505 3.833667 -2.248016 0.095 0.112 0.184 -0.058
H -0.626108 2.121214 -0.295642 -0.574 0.203 -0.057 0.109
H -3.071490 4.701453 0.085196 0.063 0.026 -0.193 0.080
H -3.311439 4.781138 -1.693901 -0.004 0.000 0.164 0.085
H -2.078262 5.804998 -0.932795 -0.083 -0.110 0.080 0.088
H -0.087347 2.983446 -2.267724 -0.207 0.157 -0.009 0.087
H -0.194392 4.764155 -2.267760 -0.100 -0.240 0.009 0.074
H -1.424696 3.790229 -3.137144 0.130 -0.077 0.238 0.080
H -0.741252 2.545142 2.553249 0.252 -0.246 0.082 0.084
H 2.558251 3.194422 3.113920 -0.190 -0.090 0.209 0.063
C -0.322498 1.883478 3.324506 -0.105 -0.299 0.146 0.003
C 2.047868 2.519903 3.814244 0.441 0.155 -0.259 -0.035
N 1.111567 1.643452 3.114388 0.084 -0.542 -0.590 -0.134
H -0.888203 0.944278 3.319104 0.180 0.325 -0.049 0.062
C 1.599657 0.785347 2.215005 -0.588 -0.890 -0.105 -0.224
O 0.980106 -0.221806 1.732472 0.730 1.520 0.825 -0.057
H 2.801385 1.920247 4.342514 -0.198 0.160 -0.050 0.091
H 2.645475 0.948359 1.910797 -0.154 -0.047 0.358 0.149
H -0.424052 2.378384 4.297478 -0.081 -0.248 -0.188 0.084
H 1.481977 3.102566 4.544736 0.201 -0.094 -0.156 0.084
H -3.053943 -3.367840 0.519877 0.137 0.169 0.114 0.082
H -4.343858 -1.812065 -0.766594 0.001 0.192 0.143 0.077
C -2.886783 -2.693013 1.366742 0.130 -0.004 0.024 -0.046
C -4.484791 -1.241396 0.159949 0.341 0.059 0.019 -0.062
N -3.282687 -1.348331 0.977291 -0.272 0.324 1.038 -0.195
H -1.820501 -2.690475 1.622167 -0.303 -0.029 -0.145 0.071
C -2.964119 -0.323385 1.841935 -0.145 -0.538 0.076 -0.289
O -2.322143 -0.471382 2.881459 -0.540 -0.058 -0.910 -0.017
H -4.657647 -0.188022 -0.088775 -0.026 -0.226 0.033 0.081
H -3.336653 0.667762 1.511669 0.178 -0.323 0.085 0.122
H -3.482557 -3.039661 2.227073 0.129 0.029 -0.101 0.090
H -5.362379 -1.646045 0.690042 0.122 0.121 -0.094 0.087
O -0.222891 -1.695902 -0.204670 1.145 0.486 0.288 -0.329
C -0.263950 -1.875415 -1.565012 0.355 1.000 0.203 -0.423
C -1.902827 0.033338 -1.572125 -0.313 -0.098 -0.159 -0.051
C -0.840689 -0.612056 -2.199234 -0.159 -0.570 -0.565 -0.189
H -2.113803 -0.224807 -0.530922 0.151 0.050 -0.609 0.097
C -2.720910 0.898564 -2.302032 0.363 -0.083 0.024 -0.097
H 0.754303 -2.007140 -1.984178 0.062 -0.001 -0.185 0.130
C -0.438464 -0.216273 -3.473645 -0.379 0.009 0.026 -0.036
H -3.620302 1.301259 -1.827433 0.295 0.069 -0.207 0.102
C -2.392191 1.209480 -3.624019 -0.047 -0.178 0.057 -0.129
C -1.221557 0.685333 -4.192598 -0.078 0.222 -0.034 -0.100
H 0.468811 -0.671564 -3.880897 -0.340 0.154 -0.109 0.117
H -3.062691 1.850185 -4.197803 0.266 -0.076 0.019 0.091
H -0.939678 0.969886 -5.209792 -0.076 -0.055 0.282 0.093
Si 1.612360 -3.067035 3.149133 0.709 -0.594 -1.316 0.291
Cl 1.281106 -3.199393 0.992817 0.327 -1.919 3.006 0.562
C 0.161963 -2.279762 3.967470 -0.317 0.244 0.219 -0.191
C 3.283277 -2.230595 3.232518 0.207 0.325 0.316 -0.230
C 1.874828 -4.787298 3.862108 -0.107 -0.342 0.100 -0.216
H -0.267521 -1.444591 3.409153 0.139 -0.133 0.002 0.000
H 0.468032 -1.902994 4.952303 0.008 -0.041 -0.057 0.043
H -0.649714 -2.998068 4.137127 0.188 0.024 -0.080 0.042
H 0.942839 -5.342917 4.011251 0.013 0.140 -0.072 0.023
H 2.337976 -4.681820 4.853214 -0.081 0.072 -0.096 0.028
H 2.537137 -5.436597 3.279564 -0.034 0.277 -0.077 0.029
H 3.245761 -1.145941 3.091632 -0.051 -0.169 0.002 0.005
H 3.964193 -2.607237 2.457569 -0.340 -0.028 0.138 0.008
H 3.749849 -2.417959 4.208961 -0.112 0.013 -0.036 0.029
O 3.031056 4.100285 1.184866 -0.150 0.065 -0.173 -0.321
S 2.354531 3.864276 -0.072045 -0.337 -1.638 -0.668 0.648
O 1.650654 4.974791 -0.664848 0.017 -0.022 0.296 -0.311
N 1.452754 2.492700 -0.015640 0.105 0.327 0.372 -0.051
C 1.905566 1.486446 -0.790018 -1.053 -0.871 1.257 -0.455
O 1.370738 0.333601 -0.800213 1.020 2.053 -0.416 -0.051
C 3.125182 1.872211 -1.538415 0.863 -0.231 -0.634 -0.127
C 3.929044 1.090539 -2.380188 -0.137 0.469 0.176 -0.013
C 5.046991 1.687066 -2.976733 -0.266 0.223 0.267 -0.069
C 5.356994 3.033491 -2.710464 -0.171 0.130 0.140 -0.080
C 4.577189 3.801579 -1.827094 -0.146 -0.814 -0.183 -0.039
C 3.474331 3.176701 -1.247335 1.178 0.567 -0.721 -0.223
H 3.681279 0.042695 -2.510674 0.009 0.123 -0.080 0.089
H 5.681178 1.102064 -3.650113 -0.217 0.246 0.283 0.102
H 6.223563 3.491015 -3.192857 -0.233 -0.151 0.145 0.097
H 4.791235 4.836407 -1.583655 0.160 -0.105 -0.125 0.113
```
Forces are in eV/Å.

Computed properties:
- total charge = -1
- energy above the lowest of the compared OMol25 structures with the same formula, charge and spin (kcal/mol) = 33.08

***

3.
Density functional theory data (ωB97M-V/def2-TZVPD) for C21H26N2O5S as an isolated structure in a non-equilibrium geometry.

Structure (XYZ):
```
55
Properties=species:S:1:pos:R:3:forces:R:3:lowdin_charge:R:1
C 4.849917 -1.769618 -0.051048 1.062 5.671 6.955 -0.012
C 3.544711 -1.113925 0.609133 4.032 -2.088 -1.396 -0.218
C 3.418908 0.225470 0.941620 10.093 -2.670 -4.185 -0.079
C 2.430978 0.708404 1.567693 1.518 8.511 1.525 -0.181
C 1.458106 0.009104 1.809825 -10.409 -11.862 0.990 -0.113
C 1.484730 -1.553363 1.357117 2.462 3.172 0.582 0.113
C 2.657354 -2.161184 0.817968 -4.217 14.007 6.950 0.006
H 2.615237 -2.917992 0.343306 -0.003 -10.267 -5.476 0.010
H 0.586709 -2.058560 1.392046 -1.908 -0.953 0.477 0.058
C 0.106285 0.385577 2.311675 -0.726 -4.534 -3.882 -0.281
N -1.140909 -0.278332 2.019980 3.361 4.825 3.386 0.213
C -1.891035 0.694421 2.639341 -3.475 1.321 2.959 -0.187
C -1.118287 1.890538 3.324925 -6.572 -7.340 -4.612 -0.228
O -0.015152 1.533933 2.808158 6.040 3.538 1.895 0.108
C -1.598112 3.119317 3.869393 -3.615 -7.965 7.318 0.027
H -2.641193 3.077744 3.707786 -1.112 1.126 -0.491 0.057
H -1.457033 2.876350 5.140644 -0.410 1.321 -3.222 0.186
H -0.981052 3.749606 3.612697 5.297 7.705 -2.445 -0.010
C -3.504045 0.432559 2.836278 5.685 -5.757 -2.559 -0.307
H -3.591298 -0.802293 2.558209 0.088 3.397 1.048 0.168
H -3.717551 0.605997 3.827508 -1.225 0.660 1.892 0.056
S -4.440544 1.212478 1.670884 -2.800 5.217 0.695 1.005
O -4.523960 2.669130 2.318454 0.356 -2.625 -1.524 -0.569
C -3.249442 1.397770 0.338285 -1.151 16.558 4.415 -0.360
C -3.069380 0.385893 -0.345391 1.641 -19.506 -1.275 -0.419
O -3.970236 -0.609729 0.090661 3.232 3.273 -3.393 -0.157
N -1.770817 -0.092110 -0.635368 -5.649 -0.788 -2.540 -0.039
C -0.914736 0.814803 -1.197180 6.056 -5.475 5.151 -0.242
H -1.028988 1.689067 -0.850666 -1.519 6.897 1.710 0.052
C -0.409040 0.628313 -2.481124 1.452 3.465 -7.427 -0.091
H -1.283590 1.001694 -3.298826 2.157 -1.137 1.867 0.201
H 0.518734 1.450835 -2.782243 -2.521 -2.513 1.115 0.209
C -0.057014 -0.789334 -2.885142 4.528 0.275 -2.575 -0.460
C -1.089269 -1.658076 -2.465253 -5.497 -5.197 -3.917 -0.132
C -1.510383 -1.512162 -1.047910 -7.845 1.000 -2.361 -0.096
H -2.625396 -2.132514 -0.963593 3.748 1.737 0.678 0.215
H -0.725000 -1.649460 -0.494294 4.087 -2.289 3.752 0.040
H -0.972245 -2.969926 -2.666826 0.334 4.212 0.528 0.226
H -2.031473 -1.450818 -3.247660 2.185 -0.380 2.160 0.191
O 1.117202 -1.327663 -2.271854 -5.551 -1.307 4.347 -0.068
C 2.223578 -0.980751 -2.742187 7.487 1.179 -5.790 -0.245
H 2.990421 -1.970569 -2.852574 -1.520 2.868 1.113 0.183
C 1.841187 -0.760767 -4.348015 -5.523 12.203 11.380 -0.087
H 2.072238 0.272772 -4.637688 0.366 -0.361 -0.206 0.124
O 0.414071 -0.895374 -4.361657 -1.716 0.510 2.778 -0.056
H 2.075441 -1.375822 -4.891648 5.511 -11.491 -10.177 -0.026
H 2.732208 0.055619 -2.381647 -0.869 -2.524 -0.300 0.157
H 0.053331 0.549699 -0.264711 -1.318 0.868 -2.888 0.228
H -2.402587 2.195216 0.648394 -1.453 -2.249 -0.374 0.182
H -3.681779 2.107519 -0.491684 -0.422 -0.306 1.634 0.193
H 2.363723 1.742363 1.793742 0.232 1.061 0.274 0.141
H 4.412527 0.849600 0.754989 -2.334 -1.169 0.211 0.169
H 4.552168 -2.486708 -0.607079 -1.574 -5.451 -3.361 -0.016
H 5.629802 -1.966604 0.799603 -1.524 -0.224 -1.707 0.129
H 5.261978 -1.048136 -0.647044 1.447 1.853 -1.699 0.032
```
Forces are in eV/Å.

Computed properties:
- energy above the lowest of the compared OMol25 structures with the same formula, charge and spin (kcal/mol) = 580.66

***

The lowest energy above the lowest of the compared OMol25 structures with the same formula, charge and spin belongs to which entry?
C30H47BeCl2N4O7SSi